# 1
9
Properties=species:S:1:pos:R:3:forces:R:3 method="wB97M-V/def2-TZVPD" de_lowest_kj_mol=75.2 multiplicity=1 total_energy_ha=-590.0960 smiles="CC(=S)C=O" homo_energy_ev=-9.160
C -0.015 1.385 -0.215 -0.2 0.6 0.1
C -0.591 -0.029 -0.055 1.1 0.6 -0.4
C 0.424 -1.091 0.151 -0.9 0.9 0.3
O 1.161 1.610 -0.053 -0.7 -0.2 -0.2
S -2.142 -0.312 -0.029 -1.7 0.3 -0.1
H -0.754 2.223 -0.448 0.5 -0.9 0.2
H -0.104 -2.021 0.320 0.4 -0.2 0.1
H 0.931 -0.684 1.013 0.8 -0.6 0.5
H 1.090 -1.081 -0.684 0.7 -0.3 -0.4


# 2
27
Properties=species:S:1:pos:R:3:forces:R:3 method="wB97M-V/def2-TZVPD" multiplicity=2 total_energy_ha=-742.4486 homo_energy_ev="-10.909 / -10.881"
C -1.776 1.767 -0.816 -0.8 -0.7 0.2
N -0.706 0.890 -0.458 0.4 0.5 -2.2
C 0.194 1.262 0.632 1.3 -0.4 1.9
O 1.259 0.612 0.658 -0.4 0.4 -0.9
O -0.222 2.112 1.410 -0.5 0.2 -0.5
H -1.412 2.663 -1.349 0.1 -0.3 0.1
H -2.295 2.071 0.086 0.1 0.4 0.2
H -2.480 1.215 -1.446 0.3 0.2 -0.2
H -0.301 0.330 -1.284 -0.2 0.1 0.6
H -1.603 1.422 2.326 -0.3 -0.1 0.6
H -1.523 0.918 3.752 -0.3 -0.1 -0.1
O -2.131 0.927 2.997 0.6 0.3 -0.2
H -1.961 -0.849 0.600 -0.3 -0.2 0.1
H -2.153 -0.624 2.116 0.0 -0.5 -0.4
O -2.066 -1.338 1.426 -0.1 0.7 0.2
H 1.233 0.148 -3.026 -0.4 -0.1 -0.1
H 0.563 -1.173 -2.660 -0.1 0.2 -0.4
O 0.346 -0.252 -2.976 0.1 0.2 0.7
H -0.384 -1.936 1.311 0.2 0.0 0.1
H 0.898 -1.135 0.950 -0.1 -0.2 0.3
O 0.561 -2.032 1.096 0.2 -0.3 -0.5
H 3.607 -0.359 -1.042 0.6 0.0 0.2
H 2.196 0.168 -0.759 0.6 -0.3 -0.5
O 2.789 -0.164 -1.490 -0.8 0.5 0.4
H 1.144 -2.587 -1.100 0.0 -0.2 0.0
H 2.119 -1.771 -1.925 0.5 0.2 0.2
O 1.470 -2.479 -2.010 -0.6 -0.4 0.1